Entry 1:
The following is a DFT calculation (ωB97M-V/def2-TZVPD) of C11H5F3N4OS in the gas phase in a non-equilibrium geometry.

Summary:
- frontier orbital gap (eV) = 8.72
- LUMO (eV) = -0.6
- spin multiplicity = 1
- SMILES string = O=C(n1c2ccccc2c2nnc(S)nc21)C(F)(F)F

Last column: Löwdin charge in e.
CARTESIAN COORDINATES (ANGSTROEM)
O: 0.0560 2.4742 -1.8507  0.084
F: -3.0413 1.1429 -1.8640  0.195
F: -2.2189 1.9757 -3.5223  0.189
F: -1.8541 0.0514 -3.1731  0.172
N: -1.4115 -2.9674 0.8728  0.021
N: -0.2271 -2.4280 1.2650  0.125
N: -1.9238 -1.1412 -0.4871  0.138
S: -3.8293 -2.9580 -0.3397  0.778
C: -0.6328 1.4445 -1.5987  -0.154
C: -2.2242 -2.3237 -0.0002  -0.755
C: 0.0265 -1.2222 0.7562  -0.133
C: -0.8068 -0.5675 -0.1799  -0.165
C: 3.0309 0.4989 1.9156  -0.100
C: 2.9288 1.6791 1.1429  -0.092
C: 2.0823 -0.4717 1.9770  -0.005
C: 2.0183 1.8077 0.1617  0.012
C: 1.1516 -0.3033 0.9468  -0.140
C: 1.0024 0.7744 0.1706  -0.120
N: -0.1515 0.6127 -0.5981  0.120
C: -1.9403 1.1788 -2.5260  -0.644
H: -3.9917 -3.3359 1.0420  -0.058
H: 3.9593 0.3603 2.5123  0.116
H: 3.8402 2.3812 1.1725  0.140
H: 2.1408 -1.3990 2.6525  0.154
H: 2.0164 2.7358 -0.4482  0.123


Entry 2:
The following is a DFT calculation (ωB97M-V/def2-TZVPD) of a molecular structure, C11H5F9N4O8S4Ti in a non-equilibrium geometry.

Summary:
- frontier orbital gap (spin up / spin down) (eV) = 6.05 / 6.05
- net charge = -2
- LUMO (spin up / spin down) (eV) = 4.2 / 4.2
- spin multiplicity = 1

Last column: Löwdin charge in e.
CARTESIAN COORDINATES (ANGSTROEM)
Ti: -0.2237 0.1371 -0.0555  0.868
F: 0.5624 -0.5469 4.7879  0.105
C: -0.2208 -0.6947 3.7098  -0.669
F: -1.3994 -1.1956 4.1106  0.103
F: 0.3549 -1.6653 2.9638  0.076
S: -0.4696 0.8922 2.7535  0.641
O: -1.1486 0.0305 1.6332  -0.391
O: -1.2474 1.4695 3.8252  -0.269
N: 1.1988 0.9710 2.7301  -0.271
S: 2.1182 0.9049 1.4863  0.669
O: 2.7860 2.0387 0.9396  -0.231
O: 1.6462 -0.1398 0.4783  -0.468
C: 3.5154 -0.0424 2.2280  -0.673
F: 4.4648 -0.2214 1.3107  0.138
F: 3.1419 -1.2325 2.6875  0.134
F: 4.0347 0.6559 3.2444  0.124
S: 2.5029 -2.2256 -1.5081  0.568
C: 2.9955 -0.7188 -2.1742  -0.802
C: 4.4164 -0.6436 -2.4530  -0.322
N: 5.5450 -0.6233 -2.6854  0.125
C: 2.2539 0.3747 -2.5311  -0.703
S: 0.5142 0.5686 -2.3287  0.708
C: 2.8729 1.4449 -3.2503  -0.324
N: 3.3768 2.2924 -3.8442  0.121
O: -0.6132 2.2730 1.7237  -0.262
O: 0.0534 1.8899 0.5433  -0.379
C: 1.0531 -4.5765 1.4335  -0.081
C: 0.4420 -4.3940 0.0450  -0.221
C: -0.0077 -3.0287 -0.1549  -0.186
N: -0.3587 -1.9520 -0.3625  0.128
H: 1.3694 -5.6111 1.5533  0.070
H: 0.3384 -4.3280 2.2148  0.074
H: 1.9175 -3.9261 1.5495  0.080
H: -0.4118 -5.0568 -0.1172  0.119
H: 1.1790 -4.5807 -0.7403  0.087
F: -3.4095 3.1736 -0.0691  0.153
C: -3.0106 2.3876 -1.0758  -0.544
F: -1.8512 2.8483 -1.5352  0.149
F: -3.9200 2.5268 -2.0726  0.124
C: -2.9983 0.8999 -0.6380  -0.518
O: -4.0056 0.4864 -0.1197  0.125
O: -1.9424 0.2321 -0.9460  -0.179


Number 1: total energy -38481.268 eV. Number 2: total energy -124743.144 eV.